Computed, not measured: C11H16AlBiClO2 as an isolated structure at a distorted geometry, with wB97M-V/def2-TZVPD.

Its net charge is -1. As for the spin multiplicity: 1. The HOMO-LUMO gap comes out at 0.1261 hartree. The value obtained for the energy is -40719.2071 eV. The value obtained for the relative energy (zero: lowest compared OMol25 entry of this formula, charge and spin) is 140.4 kcal per mole. The HOMO energy is -0.575 eV.

```
32
Properties=species:S:1:pos:R:3:lowdin_charge:R:1
Al 0.7232 -0.5016 -0.5978 -0.278
Cl -0.1578 -2.0198 -1.8748 0.253
C 1.7289 -1.7116 0.5539 -0.208
H 1.8097 -1.2496 1.5519 -0.001
H 2.7520 -1.9057 0.1917 -0.002
H 1.2232 -2.6834 0.6788 -0.002
Bi 1.0426 -0.7473 -3.5364 1.214
C -0.3554 0.3245 -4.6052 -0.438
C 2.3416 -1.8854 -4.6343 -0.460
C 1.8855 0.2821 -1.9258 -0.442
H 3.3390 -1.5201 -4.3829 -0.034
H 2.2289 -2.9437 -4.4160 -0.009
H 2.0810 -1.6531 -5.6730 -0.033
H -0.1850 1.3725 -4.3496 -0.032
H -0.0979 0.1232 -5.6511 -0.030
H -1.3722 0.0131 -4.3734 -0.005
H 2.9218 0.0981 -1.7508 -0.018
H 1.5782 1.2908 -2.1348 -0.038
O -1.3313 -1.3243 1.3388 0.054
C -1.0991 -0.1257 1.3775 -0.499
O -0.3191 0.5014 0.4787 -0.052
C -1.5154 0.6865 2.5854 -0.112
C -1.1416 2.0265 2.7639 -0.025
C -1.4613 2.7008 3.9408 -0.096
C -2.1555 2.0479 4.9605 -0.106
C -2.5355 0.7149 4.7957 -0.095
C -2.2189 0.0373 3.6214 -0.020
H -0.5802 2.5495 1.9886 0.115
H -1.1573 3.7382 4.0747 0.096
H -2.3939 2.5709 5.8833 0.093
H -3.0703 0.2010 5.5942 0.097
H -2.5083 -1.0079 3.5258 0.115
```